Record 1
The following is a DFT calculation (ωB97M-V/def2-TZVPD) of 8 unconnected molecules or ions with the total composition H16O8 in a non-equilibrium geometry.

Structure (XYZ):
```
24
Properties=species:S:1:pos:R:3
O 6.12 16.48 20.25
H 6.35 15.85 20.93
H 5.21 16.70 20.42
O 1.46 16.07 23.70
H 1.52 15.87 22.77
H 1.23 17.00 23.74
O -0.78 18.86 18.00
H -0.98 18.33 18.78
H -0.34 18.25 17.41
O 3.90 18.06 20.50
H 3.72 18.85 21.01
H 4.01 18.38 19.60
O 1.50 16.76 20.69
H 0.89 17.49 20.77
H 2.35 17.17 20.53
O -1.94 17.81 20.41
H -2.73 18.29 20.67
H -1.90 17.07 21.01
O 1.12 14.89 18.58
H 1.24 15.58 19.23
H 1.63 14.15 18.91
O 0.41 19.47 20.81
H -0.34 18.98 20.47
H 0.12 20.38 20.81
```

Computed properties:
SMILES string: O.O.O.O.O.O.O.O
Energy, eV: -16640.073
E_HOMO, eV: -10.926
Energy relative to the best compared isomer or geometry (same formula, charge and spin), kJ/mol: 186.9
LUMO, eV: 0.0


Record 2
The following is a DFT calculation (ωB97M-V/def2-TZVPD) of a molecular structure, H16O8Sr in a non-equilibrium geometry.

Structure (XYZ):
```
25
Properties=species:S:1:pos:R:3
Sr -0.03 -0.03 0.09
O 0.90 2.41 0.33
H 1.21 3.00 -0.36
H 0.80 2.98 1.09
O -1.81 1.73 -0.65
H -1.65 2.55 -1.13
H -2.77 1.64 -0.66
O 0.81 -2.14 -1.54
H 0.38 -2.92 -1.19
H 0.77 -2.25 -2.49
O -1.84 -1.60 -0.48
H -2.11 -2.11 -1.25
H -2.54 -1.74 0.16
O -0.93 0.98 2.20
H -1.39 1.66 2.69
H -0.88 0.24 2.81
O 0.61 0.64 -2.34
H 0.29 1.22 -3.04
H 1.33 0.15 -2.74
O 0.07 -1.76 1.89
H 0.74 -1.65 2.56
H -0.38 -2.57 2.13
O 2.42 -0.18 0.57
H 2.84 0.03 1.41
H 3.16 -0.27 -0.04
```

Computed properties:
Energy, eV: -17465.955
E_HOMO, eV: -18.651
Total charge: +2
Energy relative to the best compared isomer or geometry (same formula, charge and spin), kJ/mol: 17.7
LUMO, eV: -6.2


Record 3
The following is a DFT calculation (ωB97M-V/def2-TZVPD) of a molecular structure, H16O8Tl in a non-equilibrium geometry.

Structure (XYZ):
```
25
Properties=species:S:1:pos:R:3
Tl 0.03 0.01 0.01
O 2.03 -1.10 -0.49
H 2.86 -0.59 -0.37
H 2.36 -1.92 -0.95
O 1.61 1.70 0.28
H 2.55 1.48 0.14
H 1.52 2.61 0.01
O 0.58 0.64 -2.00
H 1.56 0.67 -2.27
H -0.05 0.77 -2.75
O 0.95 -0.34 2.00
H 0.53 -1.04 2.54
H 1.64 0.17 2.52
O -0.98 1.68 1.36
H -0.91 1.98 2.26
H -1.90 1.89 1.15
O -0.60 -1.74 -1.40
H -1.39 -1.76 -1.95
H -0.24 -2.65 -1.30
O -1.99 0.42 -0.88
H -2.81 0.08 -0.51
H -2.29 1.03 -1.58
O -1.47 -1.11 1.18
H -1.83 -1.92 0.94
H -1.76 -0.95 2.08
```

Computed properties:
Energy, eV: -21302.195
E_HOMO, eV: -23.900
Total charge: +3
Energy relative to the best compared isomer or geometry (same formula, charge and spin), kJ/mol: 18.9
LUMO, eV: -12.4


Record 4
The following is a DFT calculation (ωB97M-V/def2-TZVPD) of a molecular structure, H17LiO9 in a non-equilibrium geometry.

Structure (XYZ):
```
27
Properties=species:S:1:pos:R:3
Li -0.82 -0.83 1.98
O -0.11 0.05 0.46
H -0.04 -0.64 -0.10
O -2.16 -1.86 -1.42
H -1.53 -1.13 -1.64
H -3.06 -1.27 -1.62
O 0.44 1.56 2.63
H 0.21 1.20 1.72
H -0.43 1.89 2.85
O 2.87 -1.50 -1.90
H 2.58 -1.22 -0.95
H 3.00 -2.43 -1.78
O -2.17 -2.23 1.39
H -3.07 -2.02 1.77
H -2.22 -2.04 0.40
O 0.69 2.39 -0.68
H 0.54 1.57 -0.16
H 0.89 3.29 -0.07
O -2.61 0.90 0.53
H -1.74 0.54 0.13
H -2.52 1.79 0.07
O 2.69 0.23 0.67
H 2.87 0.65 1.50
H 1.70 0.15 0.57
O 1.22 0.48 -2.50
H 1.09 0.76 -1.63
H 1.70 -0.27 -2.21
```

Computed properties:
Energy, eV: -18908.793
E_HOMO, eV: -10.196
Energy relative to the best compared isomer or geometry (same formula, charge and spin), kJ/mol: 8.6
LUMO, eV: -0.6


Record 5
The following is a DFT calculation (ωB97M-V/def2-TZVPD) of a molecular structure, H17O9 in a non-equilibrium geometry.

Structure (XYZ):
```
26
Properties=species:S:1:pos:R:3
O 0.08 -0.37 -0.26
H 1.04 -0.41 -0.37
O -1.07 1.09 1.80
H -2.06 1.12 1.51
H -0.60 0.52 1.06
O -2.75 0.48 -0.25
H -2.52 -0.51 0.01
H -2.17 0.92 -0.90
O 1.25 -2.09 1.67
H 0.66 -1.58 1.05
H 2.08 -1.72 1.92
O 0.11 -1.15 -2.85
H 0.26 -2.12 -2.67
H 0.14 -1.00 -1.84
O 2.81 0.94 -0.78
H 2.70 1.90 -0.63
H 2.05 0.54 -1.14
O -1.38 -1.73 0.32
H -0.58 -1.40 0.05
H -1.77 -1.81 1.20
O 1.85 1.28 1.95
H 2.01 1.16 1.01
H 0.94 1.48 2.11
O -1.25 1.48 -1.66
H -0.83 0.71 -1.05
H -1.01 2.26 -1.25
```

Computed properties:
Energy, eV: -18702.730
E_HOMO, eV: -6.118
Total charge: -1
Energy relative to the best compared isomer or geometry (same formula, charge and spin), kJ/mol: 366.2
LUMO, eV: 3.2


Record 6
The following is a DFT calculation (ωB97M-V/def2-TZVPD) of 10 unconnected molecules or ions with the total composition H18IO9.

Structure (XYZ):
```
28
Properties=species:S:1:pos:R:3
I 8.40 -7.55 -8.63
O 12.20 -2.25 -8.36
H 11.66 -1.81 -7.71
H 11.76 -3.09 -8.51
O 2.56 -8.84 -10.08
H 3.33 -8.54 -9.61
H 1.82 -8.58 -9.52
O 6.70 -10.98 -3.22
H 5.99 -11.44 -3.66
H 7.01 -10.34 -3.86
O 8.18 -2.58 -12.09
H 8.75 -3.35 -12.01
H 7.51 -2.84 -12.72
O 6.53 -13.23 -8.77
H 7.01 -13.60 -9.51
H 6.59 -12.28 -8.90
O 12.30 -12.39 -7.87
H 12.69 -12.28 -7.00
H 11.62 -11.72 -7.91
O 10.25 -4.62 -3.60
H 9.86 -5.00 -4.39
H 11.17 -4.88 -3.64
O 12.45 -9.01 -13.35
H 11.71 -8.95 -12.75
H 12.23 -9.72 -13.94
O 7.11 -7.52 -15.26
H 7.10 -8.40 -15.62
H 7.31 -7.63 -14.33
```

Computed properties:
Energy, eV: -26822.736
E_HOMO, eV: -4.148
Total charge: -1
Energy relative to the best compared isomer or geometry (same formula, charge and spin), kJ/mol: 196.8
LUMO, eV: 2.4


Record 7
The following is a DFT calculation (ωB97M-V/def2-TZVPD) of a molecular structure, H18O23S2V3 in a non-equilibrium geometry.

Structure (XYZ):
```
46
Properties=species:S:1:pos:R:3
O -0.30 -3.76 2.28
V 0.93 -2.79 2.29
O 1.89 -3.28 3.48
O 3.83 0.47 -2.58
V 2.82 0.33 -1.34
O 3.74 0.69 -0.07
O -1.87 -2.39 -2.62
V -1.17 -2.55 -1.20
O -1.07 -4.06 -0.80
S -0.19 -0.18 0.14
O 1.19 0.22 -0.09
O -0.82 0.79 1.03
O -0.93 -0.34 -1.11
O -0.19 -1.52 0.69
S 2.19 -2.88 -0.97
O 3.11 -1.72 -1.23
O 0.89 -2.59 -1.58
O 2.80 -4.00 -1.62
O 2.03 -3.14 0.46
O 0.96 0.08 -2.98
H 0.59 0.11 -3.85
H 0.21 -0.05 -2.40
O -2.07 1.16 3.32
H -1.56 0.96 2.53
H -2.60 1.91 3.07
O -3.02 -2.21 0.21
H -3.53 -2.75 0.81
H -3.57 -1.46 0.02
O 0.81 2.90 2.27
H 1.01 2.92 1.34
H 0.46 2.02 2.42
O 2.34 -0.80 2.22
H 3.16 -0.44 2.55
H 2.08 -0.20 1.52
O 2.20 2.51 -1.35
H 2.41 3.34 -1.78
H 1.25 2.44 -1.41
O -0.87 3.25 -1.22
H -1.29 4.06 -0.93
H -0.92 2.66 -0.46
O -2.83 1.16 -1.84
H -2.05 0.62 -1.76
H -3.13 1.29 -0.93
O -3.27 2.22 0.97
H -2.42 1.86 1.21
H -3.24 3.12 1.30
```

Computed properties:
Energy, eV: -146126.138
E_HOMO, eV: -6.990
Total charge: -1
Energy relative to the best compared isomer or geometry (same formula, charge and spin), kJ/mol: 0.0
LUMO, eV: 0.8


Record 8
The following is a DFT calculation (ωB97M-V/def2-TZVPD) of 9 unconnected molecules or ions with the total composition H18O9.

Structure (XYZ):
```
27
Properties=species:S:1:pos:R:3
O -0.98 0.30 4.08
H -0.69 -0.42 3.51
H -1.82 -0.01 4.44
O 2.19 -2.08 -0.40
H 2.48 -1.48 0.30
H 2.49 -2.96 -0.14
O -0.63 0.03 0.54
H 0.26 -0.05 0.91
H -0.53 -0.18 -0.40
O -0.08 2.42 -3.35
H -0.28 1.57 -2.93
H -0.84 2.62 -3.90
O -1.76 2.51 1.80
H -1.05 2.82 2.36
H -1.41 1.72 1.37
O 1.31 -2.24 -3.03
H 1.58 -2.00 -2.12
H 1.70 -1.56 -3.60
O 3.09 0.04 1.27
H 3.30 0.70 1.93
H 3.43 0.38 0.43
O -3.36 -0.46 1.69
H -2.48 -0.33 1.29
H -3.87 0.31 1.41
O -0.53 -0.24 -2.30
H -0.04 -1.00 -2.70
H -1.46 -0.42 -2.48
```

Computed properties:
SMILES string: O.O.O.O.O.O.O.O.O
Energy, eV: -18720.444
E_HOMO, eV: -10.462
Energy relative to the best compared isomer or geometry (same formula, charge and spin), kJ/mol: 163.2
LUMO, eV: -0.1


Record 9
The following is a DFT calculation (ωB97M-V/def2-TZVPD) of a molecular structure, H18O9 in a non-equilibrium geometry.

Structure (XYZ):
```
27
Properties=species:S:1:pos:R:3
O 0.91 1.77 -0.94
H 1.29 2.47 -1.47
H 0.22 1.39 -1.49
O 1.77 0.17 -2.32
H 2.49 -0.41 -2.05
H 1.47 0.56 -1.51
O -1.58 -2.96 0.06
H -1.04 -2.17 -0.03
H -2.45 -2.69 -0.24
O -0.38 -1.75 -1.16
H 0.45 -2.00 -1.57
H -1.02 -1.76 -1.87
O 2.85 1.02 -0.02
H 2.97 1.77 0.56
H 1.96 1.12 -0.36
O 0.02 1.65 1.89
H -0.89 1.49 1.64
H 0.13 1.16 2.71
O -0.06 -0.07 0.33
H 0.37 0.71 -0.01
H 0.18 -0.77 -0.28
O -2.14 1.03 1.20
H -1.99 0.14 0.89
H -2.96 1.30 0.78
O -1.25 -1.04 1.76
H -0.65 -0.44 1.32
H -0.68 -1.71 2.15
```

Computed properties:
Energy, eV: -18712.794
E_HOMO, eV: -9.381
Energy relative to the best compared isomer or geometry (same formula, charge and spin), kJ/mol: 901.3
LUMO, eV: -0.2


Record 10
The following is a DFT calculation (ωB97M-V/def2-TZVPD) of 9 unconnected molecules or ions with the total composition H18O9 in a non-equilibrium geometry.

Structure (XYZ):
```
27
Properties=species:S:1:pos:R:3
O 2.08 -0.54 1.82
H 2.07 -1.47 2.05
H 2.84 -0.03 2.09
O -3.78 0.66 1.72
H -3.94 0.21 0.87
H -3.68 1.53 1.30
O -1.44 -3.03 1.31
H -0.95 -2.77 0.52
H -1.68 -2.31 1.91
O 1.45 0.72 -3.52
H 1.21 1.06 -4.39
H 2.09 1.16 -2.98
O 1.70 -2.50 -0.22
H 2.27 -3.27 -0.38
H 2.32 -1.97 0.29
O -1.13 -0.93 -1.09
H -0.26 -0.73 -1.47
H -1.10 -0.09 -0.60
O 2.60 3.46 2.13
H 1.97 2.85 2.53
H 2.17 3.86 1.37
O -4.11 -1.32 -1.78
H -3.38 -1.89 -1.48
H -3.60 -0.50 -1.81
O 1.13 2.53 -0.30
H 1.38 3.39 0.01
H 1.77 1.92 0.09
```

Computed properties:
SMILES string: O.O.O.O.O.O.O.O.O
Energy, eV: -18718.655
E_HOMO, eV: -10.735
Energy relative to the best compared isomer or geometry (same formula, charge and spin), kJ/mol: 335.8
LUMO, eV: -0.2


Respective frontier orbital gap values: 10.89, 12.42, 11.50, 9.63, 9.33, 6.57, 7.84, 10.38, 9.22, 10.56 eV.